[1]
DFT (ωB97M-V/def2-TZVPD) results for a molecular structure, C48H58CrF3O3SSbSe.

XYZ file:
```
116
C48H58CrF3O3SSbSe (ωB97M-V/def2-TZVPD)
Sb -1.17 3.27 -1.57
Se -0.35 0.56 1.02
Cr -0.29 0.47 -1.38
S 0.04 1.50 -4.43
F 1.21 4.91 4.00
F -5.17 8.14 -1.67
F -5.66 -0.60 0.52
O -1.57 -0.93 -1.24
O 1.51 1.13 -1.28
O -0.23 0.38 -3.48
C 2.20 0.56 -0.31
C -1.06 -2.01 2.18
C 3.57 0.22 -0.40
C 4.23 -0.19 0.75
C -2.02 -3.75 -1.65
C 3.59 -0.81 4.49
C 4.35 0.17 -1.72
C 0.70 4.59 2.79
C 5.58 1.07 -1.66
C -1.59 -4.13 3.42
C -1.64 1.86 -5.10
C -1.51 -3.32 2.14
C 1.57 0.28 0.93
C -1.80 -3.11 -0.29
C 5.64 0.08 3.40
C -1.48 -1.73 -0.22
C -2.27 -5.26 -1.57
C -1.01 -1.26 1.02
C -0.74 -3.53 -2.47
C 4.88 -2.26 2.94
C -1.12 4.65 1.25
C -0.19 -4.22 4.04
C -2.96 7.32 -1.58
C -0.37 3.91 0.34
C -0.58 5.00 2.48
C -4.02 1.03 0.99
C 3.62 -0.35 2.00
C -4.84 5.81 -1.77
C 3.53 0.59 -2.95
C -3.53 1.25 -1.73
C 1.47 3.86 1.90
C -3.21 -3.08 -2.35
C -4.72 0.27 0.08
C -2.10 -5.55 3.19
C 2.26 -0.13 2.05
C -3.06 1.92 0.53
C 4.42 -0.82 3.20
C -4.32 7.09 -1.67
C 0.92 3.54 0.67
C -2.79 2.01 -0.83
C -3.96 4.74 -1.75
C -1.83 -3.85 0.88
C 0.65 0.65 -5.94
C 4.78 -1.29 -1.93
C -4.51 0.38 -1.28
C -2.11 6.24 -1.57
C -2.59 4.94 -1.62
C -2.56 -3.42 4.39
H 0.50 -4.68 3.34
H -2.41 -5.67 -2.57
H -3.35 1.33 -2.80
H -2.19 0.92 -5.11
H 2.64 -0.03 -3.06
H 5.47 -1.61 -1.15
H -0.73 -1.56 3.10
H -3.54 -3.34 3.93
H 4.02 -2.92 2.79
H 1.68 -0.27 2.96
H 0.63 1.35 -6.77
H -3.17 -5.48 -0.99
H -4.35 3.74 -1.81
H -1.15 5.58 3.19
H 5.51 -2.32 2.06
H -1.04 6.39 -1.50
H 3.22 0.18 4.72
H 4.21 -1.14 5.32
H 3.92 -1.95 -1.91
H 2.47 3.56 2.17
H 6.22 0.82 -0.82
H 2.75 -1.50 4.43
H -4.21 0.92 2.05
H -1.57 2.28 -6.09
H -2.52 2.53 1.24
H 5.29 2.11 -1.56
H -2.59 8.34 -1.52
H -3.37 -3.53 -3.33
H -2.12 4.97 0.99
H -5.09 -0.22 -1.96
H -0.54 -2.47 -2.61
H -4.11 -3.21 -1.75
H -2.10 -4.89 0.82
H 5.28 -1.41 -2.89
H -2.65 -3.99 5.31
H 6.17 0.97 -2.58
H 5.32 1.11 3.56
H 6.21 -0.24 4.27
H 1.67 0.33 -5.76
H 0.01 -0.20 -6.15
H -0.83 -3.99 -3.45
H -2.12 2.57 -4.43
H -0.21 -4.81 4.95
H 0.19 -3.23 4.30
H -5.91 5.67 -1.85
H 5.28 -0.43 0.67
H -3.01 -2.02 -2.47
H -2.16 -6.09 4.14
H -1.43 -5.77 -1.11
H 0.12 -3.98 -1.96
H 4.14 0.49 -3.84
H -1.42 -6.10 2.54
H -3.09 -5.54 2.74
H 1.52 2.99 -0.04
H 3.21 1.63 -2.86
H -2.21 -2.42 4.64
H 6.29 0.06 2.53
H 5.45 -2.63 3.79
```

Results
**Strongest force on any atom**: 1.75 eV Å⁻¹
**E_tot**: -6473.5307 Eh
**⟨S²⟩**: 6.019
**LUMO level (spin up / spin down)**: 0.0 / 0.0 eV
**Multiplicity**: 5

***

[2]
DFT (ωB97M-V/def2-TZVPD) results for a molecular structure, C48H58O3PRhS3Sb.

XYZ file:
```
115
C48H58O3PRhS3Sb (ωB97M-V/def2-TZVPD)
Sb -0.49 2.79 0.64
Rh 1.15 0.50 0.43
S 0.92 -2.70 -1.01
S -1.26 -0.39 0.47
S -1.29 -3.78 1.58
P -2.18 -2.27 0.79
O 1.75 -1.77 -0.11
O -2.54 -2.82 -0.70
O -3.62 -1.81 1.35
C 5.67 -4.88 -2.67
C -1.17 3.18 2.67
C 3.50 -0.40 1.97
C 2.50 1.66 2.16
C 2.77 0.43 2.85
C -3.57 -0.78 -1.87
C 2.24 2.98 2.79
C -5.06 3.66 -1.12
C 4.29 -1.58 2.44
C -4.94 -0.36 2.79
C -3.97 3.40 -1.95
C 2.89 1.48 0.75
C 0.18 5.79 0.25
C -3.52 -2.30 -1.71
C -2.59 2.92 -0.01
C 1.27 -2.24 -2.73
C -4.87 -2.85 -1.35
C -1.66 3.56 5.38
C -0.27 -4.82 -5.77
C -4.07 -1.62 2.75
C 4.52 -0.19 -0.42
C -1.98 4.56 4.46
C -2.75 3.00 -1.38
C 3.53 0.17 0.65
C 1.59 -3.67 -4.81
C -2.88 -1.36 3.64
C 4.24 -3.92 -0.97
C -1.16 2.34 4.92
C 0.38 4.48 -1.76
C -0.50 -3.90 -3.53
C -0.82 2.20 3.57
C -3.70 3.13 0.82
C 1.71 -4.43 -0.92
C 0.59 6.89 -1.88
C -4.91 3.52 0.27
C -1.73 4.39 3.09
C 1.04 -4.42 -5.85
C 0.78 -3.31 -3.69
C 4.56 -5.46 -3.30
C 0.51 5.65 -2.52
C 0.18 4.58 -0.37
C 3.15 2.58 -0.26
C 3.10 -4.56 -1.53
C 3.30 -5.29 -2.72
C 0.38 6.96 -0.50
C -1.00 -4.60 -4.63
C 2.57 0.26 4.29
C 5.50 -4.16 -1.51
H 1.66 -4.68 -6.70
H -4.30 -0.50 -2.66
H -5.73 3.77 0.97
H 5.34 -1.45 2.18
H 3.14 3.55 3.09
H -3.13 -1.33 4.71
H 4.16 0.17 -1.40
H -4.84 0.12 3.78
H -0.34 1.30 3.22
H -4.63 -2.52 2.97
H -6.00 3.91 -1.57
H 5.44 0.37 -0.27
H 3.95 -2.52 2.04
H -5.27 -2.32 -0.47
H 1.59 2.87 3.68
H 1.91 1.05 4.71
H 0.73 -1.31 -2.92
H 4.75 -1.25 -0.48
H 2.86 2.26 -1.26
H -3.13 -2.76 -2.64
H -2.01 5.12 2.36
H 3.49 0.18 4.87
H 0.97 -5.06 -1.38
H -1.85 3.69 6.45
H 6.67 -5.01 -3.07
H 2.04 -0.68 4.53
H -1.11 -3.68 -2.67
H -4.56 0.39 2.10
H 2.33 -1.96 -2.84
H 0.55 5.61 -3.58
H -2.03 -4.94 -4.55
H -4.79 -3.94 -1.18
H 0.40 7.91 0.04
H -0.72 -5.34 -6.61
H -6.00 -0.54 2.59
H -2.44 5.49 4.81
H 4.11 -3.27 -0.08
H -2.59 -0.30 -2.08
H 4.71 -6.06 -4.19
H 1.73 -4.58 0.17
H 1.70 3.64 2.09
H 2.57 3.45 0.01
H -2.11 -2.18 3.55
H 6.36 -3.78 -0.94
H -3.60 3.02 1.91
H -4.02 3.52 -3.05
H 4.20 -1.66 3.54
H -0.07 5.85 1.32
H -3.90 -0.28 -0.93
H -1.02 1.50 5.60
H -2.41 -0.41 3.31
H -5.59 -2.74 -2.19
H 2.41 -5.72 -3.24
H 0.75 7.82 -2.44
H 2.65 -3.43 -4.81
H 4.23 2.89 -0.29
H -1.93 2.79 -2.06
H 0.51 3.52 -2.28
```

Results
**Strongest force on any atom**: 3.68 eV Å⁻¹
**E_tot**: -3975.9791 Eh
**Charge**: +1
**⟨S²⟩**: 6.032
**LUMO level (spin up / spin down)**: -2.1 / -4.7 eV
**Multiplicity**: 5

***

[3]
DFT (ωB97M-V/def2-TZVPD) results for a molecular structure, C48H62As3ClCsF3N6O4P.

XYZ file:
```
129
C48H62As3ClCsF3N6O4P (ωB97M-V/def2-TZVPD)
Cs 0.13 0.08 -0.60
As -0.11 1.94 7.34
As -2.29 1.89 1.46
As -0.35 -0.76 3.11
Cl -8.72 0.83 -0.59
P 0.85 3.58 -3.20
F -1.08 5.28 1.80
F -0.32 5.26 -0.30
F 5.98 -2.97 2.79
O 1.74 0.25 -2.81
O -3.01 0.96 -1.91
O 2.82 -0.78 -0.31
O 2.98 -0.27 -4.61
N -0.75 -2.86 -0.52
N -3.10 -1.91 -1.65
N -0.97 3.27 -5.32
N 5.88 -2.16 -2.66
N -1.94 3.17 -3.07
N -1.21 5.32 -3.99
C -1.58 -3.76 -1.11
C 0.74 -4.67 0.03
C 7.00 -3.07 -0.68
C 7.65 -3.82 -2.95
C -0.31 2.21 5.38
C -5.08 2.09 -1.66
C -1.23 4.71 -5.31
C 8.12 -3.60 -1.53
C 7.03 -2.54 -3.51
C 3.72 -1.16 -1.07
C -3.62 -4.18 -2.34
C -4.93 -0.30 -1.32
C 5.93 -2.37 -1.29
C -1.46 0.14 4.48
C 0.41 2.97 -4.90
C -2.17 -6.03 -1.83
C 4.90 -2.09 0.89
C 2.72 -0.25 -3.40
C -4.31 0.92 -1.65
C -1.93 2.64 -4.44
C 0.36 -3.32 0.00
C 3.77 -0.97 -2.50
C 4.84 -1.47 -3.18
C -2.79 2.23 5.01
C -6.42 2.07 -1.34
C 0.97 0.30 7.40
C -1.29 -5.14 -1.17
C -3.59 3.37 1.57
C -1.46 1.68 4.49
C 4.88 -1.89 -0.49
C -2.80 -3.28 -1.69
C -0.66 2.87 -2.40
C 5.94 -2.76 1.45
C 0.14 5.29 -3.42
C -3.62 0.50 2.05
C -2.16 4.63 -3.13
C -3.31 -5.55 -2.41
C 1.45 -0.64 3.87
C 6.99 -3.26 0.68
C -4.29 -1.61 -1.30
C -7.03 0.87 -1.01
C 6.64 -2.72 -4.97
C -0.38 4.40 0.87
C -0.74 -2.58 3.72
C -6.29 -0.29 -0.99
C -0.09 -5.58 -0.56
C -1.76 1.07 7.98
C -1.21 2.29 3.09
H 4.83 -1.30 -4.25
H -3.17 4.80 -3.51
H -1.73 1.56 -4.40
H -3.98 -6.22 -2.93
H -3.17 -0.49 2.02
H -4.10 0.66 3.01
H 7.50 -3.13 -5.50
H -0.58 -2.68 4.79
H 6.91 -4.62 -3.00
H 7.78 -1.74 -3.44
H -0.18 2.08 2.78
H -4.96 -2.41 -0.96
H -2.08 0.25 7.34
H -2.75 1.88 -2.21
H -1.78 -2.82 3.49
H -2.22 4.87 -5.75
H 0.47 -0.56 6.95
H -4.59 3.03 -1.90
H 7.79 -3.80 1.17
H -3.58 2.08 4.28
H 8.49 -4.11 -3.59
H 8.50 -4.53 -1.09
H -3.04 4.29 1.44
H -2.47 -0.23 4.26
H -1.19 -0.25 5.46
H -2.94 2.79 -4.86
H -0.73 3.18 -1.35
H -1.92 -7.08 -1.86
H 6.37 -1.79 -5.45
H -2.56 1.79 8.10
H -4.40 0.54 1.28
H -0.11 -3.30 3.19
H -1.52 0.67 8.97
H -4.11 3.38 2.53
H -4.51 -3.80 -2.83
H 0.13 5.79 -2.45
H 5.81 -3.42 -5.07
H 0.16 -6.64 -0.58
H -6.77 -1.22 -0.73
H 0.65 1.86 5.00
H -1.27 3.38 3.16
H -2.08 5.02 -2.11
H 2.08 -1.35 3.34
H -3.10 1.74 5.94
H 1.67 -4.96 0.49
H -4.31 3.24 0.77
H 1.10 3.41 -5.63
H -7.00 2.99 -1.34
H 4.08 -1.70 1.48
H 1.92 0.47 6.89
H -2.71 3.30 5.19
H -0.49 5.21 -5.94
H -0.29 3.30 5.26
H 0.58 1.89 -4.91
H -0.55 1.79 -2.45
H 1.86 0.35 3.72
H 1.18 0.08 8.44
H 1.03 -2.58 0.43
H 8.95 -2.89 -1.52
H 0.80 5.87 -4.08
H 1.46 -0.88 4.94
H 0.65 4.51 1.26
```

Results
**Strongest force on any atom**: 0.50 eV Å⁻¹
**E_tot**: -10324.4100 Eh
**Charge**: -1
**LUMO level**: 1.7 eV

***

[4]
DFT (ωB97M-V/def2-TZVPD) results for a molecular structure, C48H62Cl3N8O4S2Sc.

XYZ file:
```
128
C48H62Cl3N8O4S2Sc (ωB97M-V/def2-TZVPD)
Sc 0.63 -0.92 1.03
Cl -2.62 -1.61 1.46
Cl -6.05 2.37 -1.44
Cl -0.39 -2.87 2.90
S 0.48 -2.43 -3.36
S 2.46 -0.01 -1.24
O 2.16 -0.50 2.15
O -0.36 0.28 -0.33
O -2.74 3.58 3.81
O 4.17 -0.95 3.06
N -0.31 0.50 2.62
N -0.48 2.35 3.76
N 4.76 -1.21 -1.96
N -1.66 1.24 -1.89
N -1.15 1.43 4.48
N -0.15 -2.58 -0.44
N 3.80 0.19 -3.52
N 2.06 -2.69 0.91
C -2.31 4.35 6.52
C 0.02 1.78 2.67
C 3.90 -3.69 2.01
C 2.56 -3.88 -2.64
C 2.27 -6.18 -0.35
C -1.04 0.34 3.77
C -0.05 -5.09 -0.95
C 0.70 -3.74 -0.77
C -2.74 -2.45 -5.71
C -4.45 4.44 -0.73
C -3.76 -2.99 -4.94
C 2.60 -4.94 0.41
C 1.14 -6.44 -2.21
C -1.73 4.55 4.05
C 4.98 -1.64 -0.59
C 1.09 -3.81 -2.34
C 2.62 0.81 -4.12
C -3.36 4.98 -0.06
C 2.64 -6.22 -1.89
C -0.41 3.73 4.23
C 3.26 -5.00 -2.45
C -3.48 -3.42 -3.65
C 5.52 -1.97 -2.95
C -2.57 4.22 0.79
C 0.17 2.53 -0.99
C 3.64 -4.88 1.34
C -1.37 4.83 1.48
C -1.63 5.49 2.84
C -0.65 1.28 -1.05
C -2.16 -2.85 2.64
C 5.06 0.68 -4.07
C -3.27 6.22 5.20
C 3.75 -0.38 -2.29
C -2.91 2.87 0.96
C 0.78 -6.39 -0.70
C -0.86 6.24 5.77
C -1.45 -2.36 -5.21
C 0.32 -5.15 -2.45
C 1.84 -3.80 0.21
C -2.05 2.41 -2.68
C -1.18 -2.78 -3.91
C -3.99 2.31 0.30
C 3.08 -2.62 1.77
C -2.03 5.33 5.37
C 3.22 -1.26 2.41
C -2.20 -3.31 -3.13
C -4.75 3.10 -0.55
C -2.51 0.06 -2.02
H -4.76 -3.07 -5.33
H -0.19 -1.99 -1.28
H 6.54 -1.62 -3.04
H 5.87 0.56 -3.36
H 4.23 -5.76 1.53
H 4.59 -0.90 0.10
H -3.09 7.07 4.54
H -0.43 3.34 -0.59
H -1.45 -0.59 4.10
H -0.43 -5.20 -3.24
H -3.03 2.21 -3.12
H 4.50 -2.60 -0.42
H 4.31 -5.02 -2.70
H -2.66 -0.16 -3.07
H -3.60 4.02 3.86
H -3.12 6.03 -0.21
H -4.14 5.68 4.81
H 0.06 5.68 5.97
H -2.01 -3.65 -2.12
H -3.48 0.25 -1.56
H 1.73 0.24 -3.86
H -1.10 -2.88 -0.27
H 0.89 -7.28 -2.86
H -0.15 3.66 5.28
H 0.64 2.30 1.96
H 5.04 -1.91 -3.93
H -2.14 3.29 -2.04
H 3.04 -2.99 -3.03
H -2.34 2.25 1.64
H -1.46 3.71 6.76
H -2.95 -2.13 -6.73
H -5.05 5.04 -1.40
H -0.58 4.09 1.57
H -4.27 -3.85 -3.04
H 1.05 2.36 -0.37
H -3.57 6.62 6.17
H 2.51 1.84 -3.78
H -0.82 6.20 3.03
H -0.97 5.60 0.81
H 2.76 0.80 -5.20
H 4.71 -3.59 2.72
H -4.26 1.28 0.46
H -1.11 6.77 6.68
H -2.04 -0.79 -1.54
H 6.05 -1.74 -0.43
H -3.16 3.70 6.29
H -1.33 2.60 -3.48
H -2.63 -2.63 3.59
H -2.54 6.09 2.77
H 5.54 -3.01 -2.63
H -0.65 -1.98 -5.83
H 0.26 -7.19 -0.18
H 0.51 2.82 -1.98
H -2.55 4.92 7.42
H 2.69 -7.05 0.17
H 3.24 -7.10 -2.11
H 4.95 1.75 -4.28
H -1.08 -5.11 -0.58
H -2.45 -3.83 2.27
H 5.32 0.18 -5.00
H -0.64 6.99 5.01
H 0.42 4.21 3.72
```

Results
**Strongest force on any atom**: 0.49 eV Å⁻¹
**E_tot**: -5542.6972 Eh
**Charge**: +2
**LUMO level**: -4.6 eV